(1)
Entry from the OMol25 dataset: C6H10OS in the gas phase (ωB97M-V/def2-TZVPD).

XYZ file:
```
18
Properties=species:S:1:pos:R:3:mulliken_charge:R:1
C 2.2780 -0.6631 -0.6920 -0.786
C -0.2820 -1.0534 0.4840 0.293
C -0.6915 -1.6616 1.5829 -0.909
C -0.6729 0.3453 0.2346 0.104
C -0.4846 1.1736 1.2803 -0.901
C -1.1294 0.7176 -1.1860 -0.224
H 1.8968 0.3200 -0.8146 0.291
H 2.7879 -1.0687 -1.5719 0.297
H 2.8767 -0.6658 0.2320 0.271
H -0.3994 -2.6919 1.7642 0.288
H -1.2992 -1.0802 2.1996 0.394
H 0.0187 0.8119 2.2075 0.306
H -0.6809 2.2048 1.3275 0.341
H -0.2445 0.6683 -1.8527 0.267
H -1.9185 0.0210 -1.5217 0.266
H -1.4704 2.4334 -1.9938 0.314
O -1.5263 2.0490 -1.1193 -0.523
S 0.9414 -1.8602 -0.5605 -0.088
```

Summary:
E, eV: -19264.9044
Structure (SMILES): C=C(CO)C(=C)SC
E_LUMO, eV: 0.714


(2)
Entry from the OMol25 dataset: a molecular structure, C36H50N2NaSSi (ωB97M-V/def2-TZVPD).

XYZ file:
```
91
Properties=species:S:1:pos:R:3:mulliken_charge:R:1
C -1.4589 5.0789 -4.5490 -0.808
C -2.4739 4.5371 -3.3954 -0.645
C -1.8896 3.1609 -2.7331 -0.231
C -1.3985 3.3548 -1.2189 -0.249
C 0.0642 4.0691 -1.1101 -1.244
C -1.4525 2.0076 -0.3390 -0.212
C -2.3962 2.0109 0.8926 -0.197
N -3.2582 3.1445 1.2940 -0.554
C -4.5188 2.6605 1.2930 0.277
C -5.4466 2.8841 2.5857 -0.997
C -4.9954 1.9168 -0.0472 -0.737
C -2.4146 0.7251 1.7752 -0.189
C -1.5355 -0.5520 1.4791 0.222
Si -1.6923 -1.9772 2.7442 0.503
C 0.0074 -2.5352 3.4983 -0.671
C -2.7479 -1.4260 4.2839 -1.135
C -2.5321 -3.5657 2.0780 -0.978
C -0.6071 -0.5768 0.1965 -0.920
C -0.6217 0.7396 -0.6550 0.916
S 0.4771 0.8372 -2.1684 -0.312
C 1.8672 -0.3182 -1.6832 0.974
C 3.2521 -0.0260 -2.3078 -0.559
C 4.4291 -0.9594 -1.9062 -0.786
C 4.1305 -2.1174 -0.9265 -0.463
C 2.7205 -2.4015 -0.2854 -0.140
C 2.5967 -3.6192 0.7382 -0.979
C 2.9814 -3.0073 2.2056 0.557
C 4.5356 -2.6228 2.3445 -0.899
C 4.8726 -1.0787 2.1319 0.647
C 3.9237 0.1148 2.3850 -0.046
C 4.2656 1.6078 2.1296 -0.436
C 5.6846 1.9544 1.6089 -0.462
C 6.6772 0.7798 1.3323 -0.425
C 6.3102 -0.7257 1.5925 -0.587
C 1.5200 -1.4615 -0.6976 -0.295
N 0.1961 -1.7727 -0.1220 1.673
C -0.5584 -2.7996 -0.9012 -0.601
C -1.0404 -2.3446 -2.3644 0.978
C -2.3719 -3.2367 -2.6884 -1.290
C 0.0118 -2.7486 -3.5438 -1.285
H -1.4854 6.2416 -4.6403 -0.193
H -1.7109 4.6717 -5.5903 0.443
H -0.3619 4.8069 -4.3192 0.497
H -2.4799 5.3406 -2.5694 0.284
H -3.5217 4.3896 -3.8461 0.310
H -0.9967 2.8689 -3.4077 0.169
H -2.6995 2.3429 -2.8179 0.327
H -2.1253 4.1191 -0.7390 0.647
H 0.8205 3.6203 -1.8499 0.221
H 0.4870 4.0139 -0.0366 0.312
H -0.0478 5.2036 -1.3232 0.328
H -6.4432 2.3329 2.5415 0.316
H -5.5945 4.0128 2.6978 0.333
H -4.8817 2.5334 3.5316 0.256
H -4.3865 2.2218 -0.9664 0.058
H -4.9891 0.7642 0.0417 0.211
H -6.1004 2.2051 -0.2023 0.401
H -3.1159 0.7442 2.6812 0.046
H -0.2081 -2.8254 4.6001 0.398
H 0.4324 -3.4646 2.9924 0.159
H 0.7339 -1.6450 3.5282 0.030
H -2.6841 -2.2811 5.0608 0.323
H -3.8486 -1.2607 4.0310 0.250
H -2.2271 -0.5281 4.7620 0.284
H -3.1068 -4.0589 2.9542 0.327
H -3.1821 -3.4058 1.1535 0.246
H -1.6761 -4.3116 1.8409 0.286
H 3.3747 0.8739 -3.0064 0.261
H 5.5020 -0.8215 -2.3026 0.305
H 4.9855 -2.8099 -0.6385 0.381
H 1.5054 -3.9936 0.8065 0.137
H 3.2773 -4.4987 0.4850 0.522
H 2.7504 -3.8395 2.9514 0.415
H 2.3409 -2.0728 2.3183 -0.880
H 4.9368 -3.0129 3.3481 0.437
H 5.1092 -3.2151 1.5324 0.254
H 2.8564 -0.0992 2.7690 0.111
H 3.4647 2.4089 2.3313 0.331
H 5.9254 3.0545 1.4299 0.315
H 7.7151 1.0159 0.9260 0.313
H 7.0184 -1.5937 1.3891 0.317
H 0.1744 -3.6833 -1.0651 0.411
H -1.4638 -3.2417 -0.3664 -0.083
H -1.3877 -1.2565 -2.4403 -0.135
H -3.1862 -3.0882 -1.8995 0.317
H -2.7322 -3.1171 -3.7656 0.345
H -2.0186 -4.3369 -2.5878 0.316
H 1.0492 -2.3028 -3.3867 0.243
H 0.0879 -3.8979 -3.6009 0.327
H -0.4671 -2.3995 -4.5226 0.386
Na -0.5316 7.5642 -5.7594 0.968
```

Summary:
E, eV: -64232.2422
Total charge: +1
E_LUMO, eV: -4.952


(3)
Entry from the OMol25 dataset: a molecular structure, C7H10N2O2S (ωB97M-V/def2-TZVPD).

XYZ file:
```
22
Properties=species:S:1:pos:R:3:mulliken_charge:R:1
C -2.9927 0.4876 -0.5003 -0.230
C -2.3414 1.2919 0.4117 -0.978
C -2.7561 -0.8108 -0.7712 -0.887
C -1.2509 0.7490 1.0314 0.080
C -1.6239 -1.3121 -0.1283 0.154
C -0.8367 -0.5716 0.7201 0.065
C 2.5706 1.2852 -0.8916 -0.574
N 2.7561 -2.1667 0.7359 -0.667
N 2.3070 1.1079 0.4794 -0.581
O 1.3376 -1.3343 -1.0568 -0.518
O 0.3154 -1.0921 1.2791 -0.331
S 1.6662 -1.1566 0.3398 0.941
H -3.6713 0.9000 -1.2097 0.330
H -2.5601 2.2782 0.5446 0.494
H -3.3444 -1.4334 -1.3657 0.472
H -0.6666 1.3126 1.7878 0.433
H -1.5047 -2.4126 -0.1321 0.339
H 3.5288 0.6635 -0.9685 0.282
H 1.7017 0.9451 -1.6329 0.224
H 2.9277 2.3213 -1.1804 0.304
H 3.1150 -2.1578 1.7611 0.249
H 1.3227 1.1060 0.7466 0.400
```

Summary:
E, eV: -25326.2774
E_LUMO (spin up / spin down), eV: -0.928 / -0.931


(4)
Entry from the OMol25 dataset: a molecular structure, C29H56N2O2P3Pr (ωB97M-V/def2-TZVPD).

XYZ file:
```
93
Properties=species:S:1:pos:R:3:mulliken_charge:R:1
C -0.8577 3.9672 -1.6893 -0.744
C -0.8742 2.6403 -1.3635 0.619
N -0.0289 2.2392 -0.4417 0.793
C 0.8523 2.9696 0.2059 0.674
C 0.9180 4.3010 -0.1059 -0.704
C 0.0527 4.8240 -1.0672 -0.676
C -1.7856 1.6363 -2.0674 -1.155
P -2.2496 0.1064 -1.0998 1.254
Pr -0.0636 0.0181 0.1147 -1.185
P 2.1623 0.5385 1.1173 1.280
C 1.6904 2.3435 1.3221 -0.803
C 0.0259 -2.2464 0.3387 1.624
C -0.9870 -2.6861 1.0364 -0.288
C -1.0137 -4.0974 1.2121 -0.641
C 0.0005 -4.8830 0.6555 -0.843
C 1.0281 -4.2672 -0.0621 -0.802
C 1.0270 -2.8654 -0.2333 -0.561
O -0.7188 0.2215 -4.6904 -0.732
O 0.4729 -1.8077 -3.3148 -0.895
H -1.5555 4.3456 -2.4464 0.488
H 1.6424 4.9428 0.4106 0.478
H 0.0857 5.8860 -1.3271 0.419
C -3.5132 0.4961 0.0250 -1.212
C -2.6760 -1.1668 -2.1708 -1.198
H 2.6252 2.8965 1.4768 0.827
H 1.1077 2.3730 2.2540 -0.493
H -1.2966 1.2409 -2.9933 0.332
H -2.7308 2.1126 -2.3658 0.688
C 2.3994 -0.1626 2.6839 -0.810
C 3.5598 0.4196 0.0992 -1.410
H -1.7841 -2.1027 1.5096 -0.224
H -1.8212 -4.5580 1.7852 0.441
H -0.0135 -5.9754 0.7871 0.394
H 1.8286 -4.8703 -0.4988 0.401
H 1.8470 -2.4211 -0.8122 0.468
H 0.6201 -1.2061 -2.5342 -0.185
H 0.2024 -2.6453 -2.9204 0.282
H -0.3639 -0.6217 -4.3152 0.353
H 0.0735 0.7055 -4.9407 0.302
H 0.8439 -0.2319 -1.5640 0.290
H -4.3994 0.7172 -0.5652 0.642
H -3.7123 -0.3690 0.6841 0.192
H -3.2636 1.3515 0.6731 0.139
H -3.5496 -0.8271 -2.7308 0.449
H -1.8583 -1.4235 -2.8680 0.253
H -2.9210 -2.0597 -1.5859 0.358
H 4.3855 0.8681 0.6489 0.466
H 3.7787 -0.6408 -0.1055 0.351
H 3.4197 0.9235 -0.8674 0.318
H 3.2786 0.3209 3.1137 0.627
H 1.5234 -0.0279 3.3370 -0.494
H 2.5726 -1.2390 2.5753 0.498
C -3.9059 1.1125 3.4483 -1.303
C -2.7577 1.6895 4.2788 2.352
C -2.3258 3.0378 3.6595 -1.691
C -3.3918 1.9064 5.6613 -1.832
P -1.1572 0.4859 4.1007 -1.470
N -0.8960 0.4490 2.5536 0.628
C 0.3390 1.1889 5.3919 2.344
C -0.3303 1.7898 6.6458 -2.065
C 1.3447 0.1423 5.9432 -1.781
C 1.1517 2.3476 4.7829 -1.419
C -1.6273 -1.3584 4.7312 2.143
C -0.4413 -2.2622 4.3480 -1.400
C -1.8894 -1.4844 6.2461 -1.686
C -2.9228 -1.8666 4.0646 -1.449
H -4.6314 1.8902 3.1815 0.617
H -4.4667 0.3358 3.9550 0.234
H -3.4861 0.6551 2.5247 -0.448
H -3.2009 3.7084 3.6115 0.590
H -1.5851 3.5340 4.2934 0.253
H -1.9325 2.9110 2.6530 -0.007
H -3.7197 0.9692 6.1127 0.253
H -2.7785 2.4501 6.3969 0.284
H -4.2822 2.5394 5.5416 0.506
H -1.0082 1.0845 7.1277 0.337
H 0.4434 2.0595 7.3864 0.584
H -0.8120 2.7370 6.4049 0.342
H 1.9803 -0.3920 5.2257 0.228
H 2.0624 0.6637 6.5961 0.504
H 0.8772 -0.6124 6.5821 0.363
H 1.9041 1.9902 4.0713 0.197
H 0.5363 3.1382 4.3394 0.134
H 1.7617 2.8207 5.5723 0.573
H 0.4557 -2.0438 4.9313 0.208
H -0.6972 -3.3152 4.5396 0.564
H -0.1757 -2.1452 3.2942 -0.096
H -2.7415 -0.8868 6.5706 0.215
H -2.1162 -2.5375 6.4813 0.483
H -1.0307 -1.2107 6.8732 0.272
H -3.8087 -1.4841 4.5682 0.387
H -3.0062 -1.5981 2.9977 -0.128
H -2.9864 -2.9603 4.1604 0.535
```

Summary:
E, eV: -79984.3118
Multiplicity: 3
E_LUMO (spin up / spin down), eV: 0.167 / 0.183


(5)
Entry from the OMol25 dataset: C2HNO4 in the gas phase (ωB97M-V/def2-TZVPD).

XYZ file:
```
8
Properties=species:S:1:pos:R:3:mulliken_charge:R:1
C -0.1049 0.2961 0.0140 -0.105
C -1.5361 -0.2863 -0.0576 0.625
N 1.4517 -0.1977 -0.2023 0.853
O -1.0052 -0.1842 1.1852 -0.304
O -2.4889 -0.4419 -0.7418 -0.426
O 2.1474 0.7186 -0.3651 -0.599
O 1.6862 -1.3214 0.0706 -0.365
H -0.1503 1.4167 0.0970 0.322
```

Summary:
E, eV: -11760.2084
Multiplicity: 3
E_LUMO (spin up / spin down), eV: 0.338 / -4.546


(6)
Entry from the OMol25 dataset: a molecular structure, C7H19Br2MnNO7S (ωB97M-V/def2-TZVPD).

XYZ file:
```
38
Properties=species:S:1:pos:R:3:mulliken_charge:R:1
Mn 17.6238 -4.3870 -26.2757 1.259
Br 17.1104 -3.8373 -23.7042 -0.687
Br 18.1935 -5.0956 -28.7611 -0.670
S 14.9922 -6.3306 -26.1434 1.221
O 16.3856 -5.9268 -26.1749 -0.492
O 14.6401 -7.2538 -27.1660 -0.588
O 14.7437 -6.9468 -24.8381 -0.399
O 14.1275 -5.1984 -26.0017 -0.801
C 17.9871 -1.0828 -26.0459 -0.727
O 18.5666 -2.1346 -26.7827 -0.235
C 19.9950 -2.3796 -26.7596 -0.648
C 20.3296 -3.2443 -25.5413 -0.606
N 19.8696 -4.6202 -25.7620 -0.127
C 20.2662 -5.4164 -24.5777 -0.828
C 19.8800 -6.9712 -24.8884 -0.351
O 20.8012 -7.7899 -24.1239 -0.464
C 20.5361 -7.7313 -22.7458 -0.820
H 16.9065 -1.1634 -25.9287 0.233
H 18.1904 -0.1070 -26.4870 0.226
H 18.6214 -0.9931 -25.1640 0.386
H 20.5893 -1.4665 -26.7945 0.398
H 20.2967 -2.8673 -27.6865 0.303
H 19.6971 -2.8843 -24.7299 0.302
H 21.3739 -3.0413 -25.3044 0.435
H 20.2569 -4.9550 -26.6326 0.280
H 19.8616 -5.0262 -23.6438 0.367
H 21.3541 -5.4837 -24.5756 0.337
H 20.1757 -7.1122 -25.9280 0.313
H 18.8426 -7.2453 -24.6970 0.362
H 19.8531 -6.9637 -22.3821 0.345
H 21.4517 -7.2836 -22.3593 0.310
H 20.5050 -8.7194 -22.2867 0.296
C 15.4603 -2.3865 -28.2236 -0.913
O 15.7287 -3.3089 -27.2341 -0.213
H 14.5726 -1.8225 -27.9371 0.393
H 16.0144 -1.4515 -28.3055 0.286
H 15.2635 -2.7216 -29.2420 0.284
H 14.9980 -3.9001 -27.0386 0.234
```

Summary:
E, eV: -205631.7948
Total charge: -1
Multiplicity: 7
E_LUMO (spin up / spin down), eV: 2.770 / -0.111